Entry 1:
Below is an isolated molecule of C12H18NOP at a distorted geometry, with properties calculated with wB97M-V/def2-TZVPD.

Element x y z (Å)
1 C 2.92 2.76 -0.42
2 C 2.58 1.73 -1.34
3 C 2.53 2.64 0.91
4 C 1.96 0.61 -0.84
5 C 1.93 1.50 1.38
6 C 1.69 0.40 0.49
7 C -1.34 0.45 0.40
8 C -0.63 -0.65 -0.03
9 C -4.54 2.09 -0.18
10 C 3.03 -2.32 0.04
11 C 0.95 -3.56 -0.21
12 C -2.99 2.17 0.13
13 N 1.54 -2.25 -0.07
14 O -2.42 0.98 -0.30
15 P 0.78 -1.12 1.04
16 H 3.73 3.45 -0.62
17 H 2.79 1.73 -2.37
18 H 2.74 3.38 1.63
19 H 1.57 -0.14 -1.57
20 H 1.34 1.43 2.38
21 H -1.33 0.93 1.34
22 H -0.93 -1.48 -0.71
23 H -4.51 1.85 -1.26
24 H -5.20 1.49 0.45
25 H -4.84 3.15 0.08
26 H 3.41 -1.35 0.10
27 H 3.39 -2.83 0.87
28 H 3.47 -2.75 -0.77
29 H 1.66 -4.33 -0.07
30 H 0.18 -3.60 0.52
31 H 0.69 -3.72 -1.22
32 H -2.95 2.48 1.15
33 H -2.44 3.03 -0.28

As for the SMILES: CCO/C=C/P(c1ccccc1)N(C)C. The total energy is -939.25905 Ha. As for the HOMO energy: -7.60 eV. The HOMO-LUMO gap is 8.6 eV. The value obtained for the molar mass is 223.26 g/mol.

Entry 2:
Below is C12H18O3 as an isolated structure at a distorted geometry, with properties calculated with wB97M-V/def2-TZVPD.

Element x y z (Å)
1 C -1.46 2.37 2.20
2 C -1.94 -0.06 1.65
3 C -2.85 0.05 2.77
4 C -2.12 -1.02 0.28
5 C 1.37 -0.19 1.39
6 C 2.02 -0.94 0.09
7 C 1.75 -0.28 -1.25
8 C 2.67 -0.71 -2.30
9 C 2.53 -0.28 -3.60
10 C 1.18 0.14 -3.93
11 C 0.20 0.44 -2.92
12 C 0.52 0.27 -1.69
13 H -1.32 2.16 3.61
14 H -0.51 3.33 1.94
15 H -2.82 2.84 2.06
16 H -3.61 0.73 2.66
17 H -3.82 -0.74 2.99
18 H -2.22 0.01 3.79
19 H -2.69 -0.38 -0.70
20 H -2.95 -1.98 0.82
21 H -0.71 -1.42 -0.03
22 H 1.01 0.92 1.38
23 H 1.84 -0.20 2.44
24 H 1.63 -2.14 0.20
25 H 3.11 -0.84 0.01
26 H 3.58 -1.34 -2.19
27 H 3.20 -0.65 -4.37
28 H 0.71 0.08 -5.04
29 H -0.61 1.00 -3.58
30 H 0.09 1.07 -0.73
31 O -1.49 1.28 1.20
32 O -0.76 -0.53 2.30
33 O 0.12 -0.88 1.32

The total energy is -693.18032 Ha. As for the HOMO energy: -8.54 eV. The HOMO-LUMO gap is 9.2 eV. The value obtained for the molar mass is 210.27 g/mol.

Entry 3:
Below is a 3-piece molecular cluster, C12H18O9 overall at a distorted geometry, with properties calculated with wB97M-V/def2-TZVPD.

Element x y z (Å)
1 C -1.99 -0.55 2.67
2 C -1.50 -1.64 1.81
3 C -0.01 -1.97 2.15
4 O -0.03 -3.00 3.04
5 C -1.18 -3.49 3.13
6 O -1.52 -4.42 3.81
7 O -2.09 -2.86 2.37
8 H -1.97 -0.75 3.74
9 H -2.94 -0.29 2.33
10 H -1.56 0.32 2.45
11 H -1.56 -1.65 0.77
12 H 0.67 -1.15 2.56
13 H 0.39 -2.37 1.15
14 C 1.11 4.95 1.73
15 C 1.61 3.78 0.88
16 C 1.83 2.47 1.63
17 O 0.77 1.59 1.30
18 C 0.24 1.95 0.24
19 O -0.60 1.46 -0.49
20 O 0.72 3.22 -0.06
21 H 1.72 5.33 2.48
22 H 0.25 4.62 2.13
23 H 0.79 5.43 1.05
24 H 2.54 4.10 0.31
25 H 2.08 2.69 2.58
26 H 2.80 2.17 1.20
27 C -0.76 -0.11 -3.83
28 C 0.46 -1.04 -3.52
29 C 0.15 -2.07 -2.47
30 O -0.02 -3.22 -3.35
31 C 0.30 -3.08 -4.57
32 O 0.38 -3.92 -5.43
33 O 0.66 -1.75 -4.67
34 H -1.71 -0.73 -4.04
35 H -0.39 0.37 -4.67
36 H -1.19 0.56 -3.08
37 H 1.35 -0.51 -3.26
38 H -0.83 -1.90 -1.95
39 H 1.03 -2.54 -2.15

As for the SMILES: C[C@H]1COC(=O)O1.C[C@H]1COC(=O)O1.C[C@H]1COC(=O)O1. The total energy is -1145.06759 Ha. As for the HOMO energy: -10.63 eV. The HOMO-LUMO gap is 10.6 eV. The value obtained for the molar mass is 306.27 g/mol.

Entry 4:
Below is a 2-piece molecular cluster, C12H18P overall at a distorted geometry, with properties calculated with wB97M-V/def2-TZVPD.

Element x y z (Å)
1 C 3.13 -1.66 0.36
2 C 2.26 -1.66 -0.79
3 C 3.15 -0.58 1.30
4 C 1.82 -0.39 -1.17
5 C 2.34 0.49 1.00
6 C 1.68 0.66 -0.19
7 C 0.15 3.98 -0.06
8 C 0.71 2.87 0.38
9 C -2.20 -1.93 1.35
10 C -2.90 0.51 0.03
11 C -1.88 -1.80 -1.50
12 C 0.83 1.74 -0.51
13 P -1.52 -0.84 0.02
14 H 3.72 -2.55 0.56
15 H 2.12 -2.57 -1.29
16 H 4.08 -0.53 1.95
17 H 1.45 -0.27 -2.14
18 H 2.30 1.30 1.75
19 H -0.08 4.76 0.58
20 H -0.16 4.08 -1.06
21 H 1.16 2.89 1.42
22 H -3.02 -1.38 1.83
23 H -1.46 -2.25 1.96
24 H -2.62 -2.95 0.95
25 H -3.90 0.08 0.45
26 H -3.13 0.93 -0.93
27 H -2.65 1.49 0.60
28 H -0.99 -2.46 -1.74
29 H -2.09 -1.24 -2.34
30 H -2.67 -2.44 -1.27
31 H 0.39 1.71 -1.50

As for the net charge: +1. The total energy is -809.01971 Ha. As for the HOMO energy: -11.21 eV. The HOMO-LUMO gap is 5.1 eV. The value obtained for the molar mass is 193.25 g/mol.

Entry 5:
Below is C12H19BF4IrN7Se as an isolated structure, with properties calculated with wB97M-V/def2-TZVPD.

Element x y z (Å)
1 Ir -1.32 -0.70 -0.30
2 C -3.74 -2.19 3.46
3 N -2.40 -2.73 3.19
4 C -1.96 -3.92 3.93
5 C -1.64 -2.16 2.26
6 N -2.03 -1.15 1.52
7 N -0.35 -2.67 2.10
8 C 0.67 -2.10 1.38
9 N 1.89 -2.61 1.60
10 N 0.46 -1.14 0.52
11 H -4.08 -2.60 4.41
12 H -4.44 -2.47 2.68
13 H -3.70 -1.11 3.57
14 H -2.83 -4.34 4.43
15 H -1.22 -3.67 4.69
16 H -1.59 -4.69 3.26
17 H -2.95 -0.80 1.74
18 H -0.11 -3.46 2.67
19 H 2.07 -3.27 2.34
20 H 2.67 -2.35 1.03
21 H 1.31 -0.74 0.13
22 C -0.13 2.19 -3.41
23 N 0.66 2.38 -2.19
24 C 0.26 2.21 -0.93
25 Se -1.47 1.72 -0.34
26 N 1.27 2.55 -0.11
27 C 2.36 2.96 -0.86
28 C 3.62 3.42 -0.49
29 C 4.46 3.76 -1.53
30 C 4.07 3.65 -2.88
31 C 2.82 3.19 -3.24
32 C 1.97 2.85 -2.19
33 H -1.08 1.73 -3.17
34 H 0.43 1.55 -4.10
35 H -0.30 3.17 -3.87
36 H 1.18 2.55 0.89
37 H 3.92 3.52 0.54
38 H 5.45 4.14 -1.31
39 H 4.77 3.94 -3.65
40 H 2.52 3.12 -4.27
41 F -2.64 0.29 -3.59
42 B -2.36 -0.77 -2.83
43 F -0.90 -0.64 -2.34
44 F -2.55 -2.01 -3.27
45 F -3.02 -0.60 -1.48

As for the net charge: +2. The total energy is -3781.78911 Ha. As for the HOMO energy: -14.83 eV. The HOMO-LUMO gap is 7.2 eV. The value obtained for the molar mass is 619.31 g/mol.

Entry 6:
Below is a 3-piece molecular cluster, C12H19Br2N2S overall at a distorted geometry, with properties calculated with wB97M-V/def2-TZVPD.

Element x y z (Å)
1 C -4.23 0.23 -0.91
2 S -3.81 1.01 0.74
3 Br -2.04 2.35 0.30
4 C -3.22 -0.24 2.01
5 C -2.04 -1.25 1.49
6 C -2.63 -2.65 0.87
7 Br -2.97 -3.93 2.42
8 H -4.32 1.12 -1.70
9 H -3.40 -0.49 -1.34
10 H -5.31 -0.28 -0.92
11 H -2.81 0.36 2.96
12 H -4.13 -0.87 2.41
13 H -1.43 -1.57 2.47
14 H -1.25 -0.71 0.80
15 H -3.72 -2.45 0.42
16 H -1.91 -3.15 0.05
17 N 2.25 1.88 -1.78
18 C 1.13 2.62 -1.47
19 C 1.35 3.91 -1.90
20 C 2.64 3.95 -2.49
21 C 3.16 2.68 -2.41
22 H 2.37 0.89 -1.58
23 H 0.29 2.17 -0.97
24 H 0.66 4.73 -1.80
25 H 3.12 4.80 -2.94
26 H 4.11 2.28 -2.74
27 N 2.18 -0.81 0.58
28 C 1.69 -2.04 0.96
29 C 2.76 -2.89 1.13
30 C 3.93 -2.15 0.84
31 C 3.55 -0.87 0.51
32 H 1.62 0.01 0.38
33 H 0.63 -2.19 1.08
34 H 2.70 -3.93 1.43
35 H 4.95 -2.52 0.87
36 H 4.13 0.00 0.23

As for the net charge: +1. The total energy is -6123.98941 Ha. As for the HOMO energy: -10.71 eV. The HOMO-LUMO gap is 4.6 eV. The value obtained for the molar mass is 383.17 g/mol.

Entry 7:
Below is C12H19CeCl3O3 as an isolated structure at a distorted geometry, with properties calculated with wB97M-V/def2-TZVPD.

Element x y z (Å)
1 C -0.63 0.97 -2.48
2 C -0.80 -0.41 -2.75
3 C 0.47 -1.04 -2.69
4 C -2.08 -1.11 -3.01
5 C 1.44 -0.04 -2.41
6 C 0.76 1.21 -2.29
7 C 1.38 2.52 -2.02
8 C -1.72 1.96 -2.37
9 C 0.73 -2.48 -2.89
10 C 2.89 -0.27 -2.23
11 Ce -0.95 -0.82 1.67
12 Cl -2.19 -2.41 0.31
13 Cl -3.13 0.34 2.45
14 Cl 1.29 -1.95 0.80
15 H -2.91 -0.39 -2.98
16 H -2.26 -1.87 -2.24
17 H -2.07 -1.60 -3.99
18 H 0.01 -3.08 -2.31
19 H 1.74 -2.74 -2.56
20 H 0.62 -2.76 -3.95
21 H 3.06 -1.09 -1.51
22 H 3.37 0.63 -1.84
23 H 3.37 -0.54 -3.18
24 H 2.36 2.39 -1.56
25 H 0.75 3.11 -1.35
26 H 1.51 3.09 -2.95
27 H -2.57 1.53 -1.82
28 H -2.07 2.26 -3.36
29 H -1.37 2.85 -1.84
30 O -0.29 1.07 0.50
31 H 0.48 1.45 0.93
32 C 1.07 -0.68 5.48
33 C 0.31 -0.64 4.17
34 O 0.45 0.37 3.41
35 O -0.44 -1.63 3.83
36 H 2.14 -0.61 5.27
37 H 0.84 -1.60 6.02
38 H 0.79 0.19 6.08

As for the net charge: -2. The total energy is -2550.28812 Ha. As for the HOMO energy (spin up / spin down): 0.84 / 0.84 eV. The HOMO-LUMO gap (spin up / spin down) is 3.7 / 3.7 eV. The value obtained for the molar mass is 457.76 g/mol.

Entry 8:
Below is C12H19Cl2IrNO2P as an isolated structure at a distorted geometry, with properties calculated with wB97M-V/def2-TZVPD.

Element x y z (Å)
1 C -0.51 -2.38 -2.77
2 C -1.02 -1.79 -1.49
3 H -1.35 -2.68 -3.42
4 H 0.03 -3.30 -2.50
5 H 0.16 -1.71 -3.35
6 O -2.05 -2.18 -0.95
7 Cl 2.49 -0.41 -0.93
8 Ir 0.19 -0.42 -0.57
9 P 0.25 1.34 -2.04
10 C -1.25 2.33 -1.73
11 C 1.60 2.56 -1.88
12 H 1.28 0.46 -4.05
13 H 0.26 1.89 -4.39
14 H -0.51 0.30 -4.13
15 C 0.32 0.95 -3.83
16 H 2.56 2.05 -1.98
17 H 1.50 3.33 -2.65
18 H -1.27 3.18 -2.41
19 H -1.22 2.69 -0.69
20 H 1.54 3.02 -0.89
21 H -2.14 1.71 -1.88
22 C -1.45 0.02 0.21
23 O -2.42 0.29 0.78
24 Cl 0.87 1.32 1.06
25 N 0.29 -1.87 1.22
26 C 0.19 -1.32 2.55
27 C 1.37 -0.93 3.19
28 C 1.29 -0.13 4.32
29 C 0.02 0.14 4.86
30 C -1.15 -0.36 4.27
31 C -1.06 -1.15 3.12
32 H 1.19 -2.34 1.12
33 H -0.47 -2.55 1.10
34 H 2.34 -1.20 2.76
35 H 2.21 0.24 4.79
36 H -0.05 0.72 5.79
37 H -2.13 -0.18 4.71
38 H -1.94 -1.62 2.67

As for the spin multiplicity: 6. As for the net charge: +3. The total energy is -2038.65368 Ha. As for the HOMO energy (spin up / spin down): -17.00 / -20.55 eV. The HOMO-LUMO gap (spin up / spin down) is 6.1 / 5.3 eV. The value obtained for the molar mass is 503.39 g/mol.